Entry 1:
# C14H40CdO15

C14H40CdO15 as an isolated structure at a distorted geometry (wB97M-V/def2-TZVPD, the OMol25 dataset).

The geometry in ORCA input format:
```
! RIJCOSX wB97M-V def2-TZVPD def2/J DEFGRID3
* xyz 0 1
Cd 2.1809 -0.1914 4.4628
C 0.3389 0.5893 0.3442
C 0.6839 1.0554 1.7462
O 1.5682 0.2841 2.4899
H 0.0144 -0.4532 0.4104
H 1.1743 0.6437 -0.3576
H -0.4699 1.1776 -0.0925
H -0.2577 1.2344 2.2793
H 1.1032 2.0802 1.6941
O 1.1082 -1.8818 4.7270
H 0.8564 -2.1293 3.8369
C -1.7599 -4.8577 1.2842
C -0.8390 -4.0985 2.2529
O -1.1622 -2.7388 1.9881
C -2.3830 -2.6900 1.4272
O -3.0491 -1.7149 1.3297
O -2.7205 -3.8786 0.9077
H -2.2496 -5.6917 1.7805
H -1.2099 -5.2099 0.4138
H 0.2099 -4.2911 2.0233
H -0.9558 -4.3999 3.2956
C -2.2448 0.2288 -2.8823
C -3.6423 0.8237 -2.8875
O -4.4905 -0.3246 -2.6418
C -3.7409 -1.4249 -2.4225
O -4.1917 -2.4860 -2.1782
O -2.4252 -1.1422 -2.5423
H -1.5613 0.7157 -2.1846
H -1.7378 0.2765 -3.8498
H -3.9776 1.2987 -3.8047
H -3.8404 1.4728 -2.0329
O -1.5307 2.0552 4.2190
H -1.0565 2.8391 3.9243
H -2.0307 1.7548 3.4336
O 3.9522 1.6977 1.4046
H 3.1516 1.3695 1.8476
H 3.9264 1.2864 0.5344
O 1.5014 4.0982 -0.0526
H 0.9832 3.5106 0.5106
H 0.8629 4.4762 -0.6670
O 2.5680 -2.2310 1.6216
H 1.8951 -1.6665 2.0376
H 2.5933 -1.9059 0.7102
C 2.7083 1.5406 -2.8505
C 3.4817 2.7308 -3.4061
O 4.8294 2.6049 -2.9375
H 1.6866 1.5226 -3.2505
H 2.6714 1.5555 -1.7665
H 3.1466 0.6575 -3.3197
H 3.0618 3.6998 -3.1214
H 3.3942 2.6714 -4.5012
H 5.1932 3.4924 -2.8656
C 1.5454 -2.2588 -1.7936
C 3.0420 -2.5177 -1.6266
O 3.6815 -1.4126 -0.9908
H 1.0710 -2.4571 -0.8305
H 1.1086 -3.0073 -2.4606
H 1.3498 -1.2555 -2.1589
H 3.5648 -2.7843 -2.5485
H 3.1539 -3.4046 -0.9946
H 4.2611 -0.9585 -1.6055
C -3.3392 3.2225 1.5848
C -3.4006 1.8124 1.0544
O -3.2110 0.8964 2.1181
H -4.0684 3.3609 2.3882
H -3.4788 4.0222 0.8604
H -2.3878 3.3985 2.0928
H -2.5981 1.6629 0.3189
H -4.3578 1.6489 0.5482
H -3.2544 -0.0044 1.7215
*
```

Properties
LUMO, eV: -2.163
HOMO energy, eV: -9.25

Entry 2:
# C6H11NO

C6H11NO as an isolated structure at a distorted geometry (wB97M-V/def2-TZVPD, the OMol25 dataset).

The geometry in ORCA input format:
```
! RIJCOSX wB97M-V def2-TZVPD def2/J DEFGRID3
* xyz 0 1
C 0.9821 0.0697 -0.4008
C 1.1061 -1.3642 -0.8116
C -0.7157 0.7367 -1.2800
C 0.3862 0.4635 0.9087
C -1.0701 0.2153 1.0822
C -1.6812 -0.9995 1.0929
O 2.1367 0.7645 -0.6548
N 1.0204 1.4246 1.5193
H 2.2066 1.3908 0.1136
H 0.4762 1.8234 2.2834
H -1.5721 1.0277 1.6056
H 0.1504 -1.8830 -0.7588
H 1.8146 -1.8885 -0.1601
H 1.5009 -1.4278 -1.8313
H -0.5126 1.8080 -1.3133
H -0.4721 0.2433 -2.2203
H -1.7898 0.5806 -1.2410
H -2.7002 -1.1062 1.4475
H -1.2663 -1.8788 0.6190
*
```

Properties
LUMO (spin up / spin down), eV: 0.642 / 0.642
ΔE to the lowest compared entry with this formula, charge and spin, kcal per mole: 93.9
HOMO energy (spin up / spin down), eV: -8.67 / -8.67

Entry 3:
# C28H16Cl3F4N6O7PtS

C28H16Cl3F4N6O7PtS as an isolated structure at a distorted geometry (wB97M-V/def2-TZVPD, the OMol25 dataset).

The geometry in ORCA input format:
```
! RIJCOSX wB97M-V def2-TZVPD def2/J DEFGRID3
* xyz 1 5
Pt 1.4711 1.8297 0.2646
O 0.3759 -4.0053 -1.3733
C 0.6306 -4.5803 -0.1902
O 0.5696 -5.7845 0.0076
C 0.9911 -3.6166 0.9264
C 1.1902 -3.9721 2.2662
N 1.2174 -2.7889 3.0293
N 1.0123 -1.6769 2.2636
C 0.9492 -2.1379 1.0057
C 0.9033 -1.1638 -0.1078
O 1.3044 -1.5862 -1.2495
O 0.3802 -0.0002 0.1477
H 0.7444 -3.0232 -1.3574
H 1.3540 -4.9445 2.7254
H 1.4094 -2.6661 4.0180
C 2.6790 3.3834 0.6472
H 2.3105 4.3480 0.2925
H 3.6926 3.2044 0.2957
H 2.6415 3.5410 1.7536
Cl 7.1398 1.7102 -1.8287
C 7.4065 0.0712 -1.5353
Cl 8.4953 -0.3416 -0.3451
Cl 6.3258 -1.0913 -2.1184
C 5.7552 -1.5101 2.5520
O 5.8408 -2.5418 1.9669
O 5.8764 -0.4291 3.0430
F -2.7229 -0.9591 5.1009
C -2.9425 -0.7661 3.7301
C -3.8826 -1.5640 3.0861
F -4.5228 -2.5473 3.7784
C -4.1050 -1.4210 1.6794
C -3.2699 -0.4706 1.0522
C -2.6974 0.5414 1.7796
F -2.6185 1.7909 1.2304
C -2.2963 0.3364 3.1125
C -1.1631 1.0166 3.6252
C -0.1985 1.5496 2.7411
N 0.5374 1.8002 1.8671
C -0.8674 1.1907 5.0100
N -0.5936 1.4164 6.1087
F -2.8594 -0.6979 -0.2442
C -5.0822 -2.1450 0.9356
C -5.2929 -1.8563 -0.4479
N -5.3713 -1.6852 -1.5856
C -6.0020 -3.0382 1.4933
N -6.8034 -3.7883 1.8462
C -3.6011 1.1414 -3.9427
C -2.1555 1.4424 -3.6132
C -1.8053 2.7458 -3.2279
C -0.5072 2.9788 -2.8607
C 0.4057 1.8981 -2.8179
C 0.1104 0.6484 -3.3050
C -1.2306 0.3857 -3.6710
S 1.9433 2.1423 -1.9924
C 2.2285 3.8674 -2.4199
O 3.0945 1.3142 -2.4978
H -4.2005 2.0434 -3.8424
H -3.9883 0.3819 -3.2842
H -3.6912 0.7594 -4.9748
H -2.5172 3.5928 -3.2344
H -0.1653 3.9483 -2.5126
H 0.8145 -0.1826 -3.2171
H -1.4932 -0.6211 -4.0542
H 1.9594 3.9851 -3.4601
H 3.2829 4.0872 -2.3073
H 1.6039 4.5105 -1.7632
*
```

Properties
LUMO (spin up / spin down), eV: -4.111 / -7.896
ΔE to the lowest compared entry with this formula, charge and spin, kcal per mole: 3.5
HOMO energy (spin up / spin down), eV: -9.78 / -12.41

| no. | M (g mol⁻¹) | electronic energy (hartree) |
| --- | --- | --- |
| 1 | 560.871 | -1853.65366 |
| 2 | 113.160 | -365.08178 |
| 3 | 957.967 | -4228.75090 |